{
  "formula": "C39H60CaN2O8P2Si2",
  "method": "ωB97M-V/def2-TZVPD",
  "symbols": ["Ca", "P", "P", "Si", "Si", "O", "O", "O", "O", "O", "O", "O", "O", "N", "N", "C", "C", "C", "C", "C", "C", "C", "C", "C", "C", "C", "C", "C", "C", "C", "C", "C", "C", "C", "C", "C", "C", "C", "C", "C", "C", "C", "C", "C", "C", "C", "C", "C", "C", "C", "C", "C", "C", "C", "H", "H", "H", "H", "H", "H", "H", "H", "H", "H", "H", "H", "H", "H", "H", "H", "H", "H", "H", "H", "H", "H", "H", "H", "H", "H", "H", "H", "H", "H", "H", "H", "H", "H", "H", "H", "H", "H", "H", "H", "H", "H", "H", "H", "H", "H", "H", "H", "H", "H", "H", "H", "H", "H", "H", "H", "H", "H", "H", "H"],
  "positions_angstrom": [[0.024, -0.198, 0.369], [-2.471, 0.624, -1.612], [0.052, -0.329, -3.075], [2.422, -1.938, 2.988], [-0.379, 0.750, 3.059], [-0.723, -1.467, -3.825], [1.040, 0.188, -4.205], [-0.092, 2.726, -0.991], [-3.602, 1.706, -1.890], [-3.104, -0.735, -2.091], [0.728, -0.693, -1.811], [-2.022, 0.623, -0.204], [-0.472, -2.184, 0.882], [2.120, 1.715, 0.586], [2.292, -1.498, 1.269], [1.827, -1.826, 5.639], [2.527, 2.901, 0.371], [2.274, -3.804, 3.212], [1.979, 1.294, -4.125], [1.161, -3.095, -3.628], [-3.416, 3.126, -1.612], [0.365, -0.511, 6.989], [1.603, -4.839, -0.461], [-0.018, 2.571, 3.626], [-0.955, -4.448, 0.452], [0.821, 6.131, -1.798], [2.695, 1.366, -2.797], [-5.492, -1.043, -2.035], [0.405, -0.208, 4.555], [4.201, -1.470, 3.488], [-3.026, 3.396, -0.175], [2.087, 6.249, -1.217], [-2.265, 0.633, 3.485], [1.278, 2.591, -4.486], [-0.618, -5.710, -0.082], [1.327, -3.580, 0.151], [-4.112, -1.440, 0.059], [2.581, 5.153, -0.534], [3.201, -0.461, 0.807], [0.672, -5.867, -0.564], [1.395, -1.204, 4.450], [-4.734, 3.772, -1.993], [1.332, -1.499, 6.887], [-0.070, -3.386, 0.515], [-0.076, 0.109, 5.835], [-1.180, -3.603, -2.834], [2.940, 0.894, 1.464], [-1.209, 0.929, -2.847], [0.099, 4.964, -1.703], [-0.324, -2.888, -3.847], [1.882, 3.947, -0.420], [0.588, 3.800, -1.025], [-4.165, -1.493, -1.454], [2.343, -2.652, 0.369], [4.916, -1.992, 2.848], [-6.284, -1.706, -1.682], [-0.836, 0.879, 5.923], [2.620, -5.013, -0.811], [3.051, -0.368, -0.274], [1.750, -2.474, -4.304], [-5.723, -0.025, -1.723], [-1.344, -6.514, -0.119], [0.690, 2.975, -3.651], [-5.012, 3.518, -3.015], [2.579, -2.606, 5.590], [-0.305, 3.281, 2.848], [-2.620, 3.476, -2.277], [4.261, -0.743, 0.940], [3.415, 2.187, -2.833], [-4.653, 4.856, -1.910], [3.553, 5.218, -0.053], [4.394, -0.400, 3.406], [3.364, -2.967, 0.132], [-3.945, -2.516, -1.768], [1.385, -4.144, -3.827], [-0.697, 1.834, -2.471], [-3.018, 4.477, -0.019], [3.272, -4.245, 3.281], [-0.541, 2.848, 4.550], [2.366, 0.748, 2.385], [3.216, 0.434, -2.580], [-2.835, 1.161, 2.718], [-1.969, -4.245, 0.791], [1.054, 2.709, 3.800], [0.396, 6.976, -2.333], [-0.042, -0.232, 7.956], [2.023, 3.350, -4.732], [1.720, -4.053, 4.115], [2.697, 1.041, -4.912], [-2.587, -0.410, 3.463], [-3.750, 2.947, 0.507], [1.694, -2.016, 7.771], [-0.590, -3.186, -4.867], [0.630, 2.446, -5.351], [-1.707, 1.115, -3.802], [1.449, -2.894, -2.597], [2.006, 1.569, -1.977], [1.772, -4.270, 2.369], [4.396, -1.754, 4.522], [3.878, 1.411, 1.732], [-0.885, 4.883, -2.157], [-2.532, 1.058, 4.460], [-2.036, 3.011, 0.054], [-5.469, -1.077, -3.124], [-0.858, -4.639, -2.713], [-4.342, -0.444, 0.440], [-1.069, -3.145, -1.853], [-3.128, -1.732, 0.430], [-5.524, 3.433, -1.322], [-2.230, -3.580, -3.129], [0.980, -6.810, -1.012], [2.654, 7.169, -1.285], [-4.855, -2.140, 0.450], [3.472, 3.237, 0.837]],
  "e_homo_ev": 0.896,
  "charge": -2,
  "orbital_gap_ev": 3.1
}



{
  "formula": "C39H60I3N4O6SSbY",
  "method": "ωB97M-V/def2-TZVPD",
  "symbols": ["I", "I", "I", "Sb", "Y", "S", "O", "O", "O", "O", "O", "O", "N", "N", "N", "N", "C", "C", "C", "C", "C", "C", "C", "C", "C", "C", "C", "C", "C", "C", "C", "C", "C", "C", "C", "C", "C", "C", "C", "C", "C", "C", "C", "C", "C", "C", "C", "C", "C", "C", "C", "C", "C", "C", "C", "H", "H", "H", "H", "H", "H", "H", "H", "H", "H", "H", "H", "H", "H", "H", "H", "H", "H", "H", "H", "H", "H", "H", "H", "H", "H", "H", "H", "H", "H", "H", "H", "H", "H", "H", "H", "H", "H", "H", "H", "H", "H", "H", "H", "H", "H", "H", "H", "H", "H", "H", "H", "H", "H", "H", "H", "H", "H", "H", "H"],
  "positions_angstrom": [[-1.998, -6.273, 5.680], [3.353, -4.062, 4.239], [0.656, -2.032, -0.982], [-3.185, -0.514, -1.577], [0.481, -0.377, 1.477], [4.769, -0.124, -2.319], [-1.142, 1.136, 1.416], [1.844, 1.299, 1.440], [1.440, -2.066, 2.619], [0.282, 2.043, -0.992], [-1.102, 2.728, 2.987], [2.620, 3.079, 2.539], [0.232, 0.725, 5.180], [4.217, -0.651, 0.216], [5.658, 1.135, -0.180], [-1.216, -1.882, 2.469], [1.928, 2.574, 1.671], [4.529, -0.907, 1.624], [-5.652, -0.233, 0.199], [-6.145, 0.652, -2.073], [-2.912, -3.645, 3.754], [5.389, 1.922, 1.022], [0.369, 0.359, 4.093], [-0.524, 4.140, -1.586], [-2.858, 0.194, -3.643], [1.362, 2.954, -0.770], [-0.422, 3.343, 0.791], [-0.694, -2.904, 3.198], [-2.874, 1.722, -3.628], [1.143, 3.431, 0.688], [-3.846, -0.302, -4.692], [-3.801, -3.256, -0.523], [-1.437, -0.247, -4.004], [6.300, -2.785, 1.536], [5.980, -1.327, 1.867], [4.731, 3.852, -1.512], [1.286, -3.954, 4.051], [-1.516, -3.828, 3.877], [-3.849, -2.601, -1.906], [-5.069, 0.509, -1.004], [1.020, 4.103, -1.723], [-0.930, 2.348, 1.838], [-0.883, -4.842, 4.640], [0.752, -2.947, 3.257], [4.876, 0.130, -0.656], [-2.814, -3.309, -2.782], [0.481, -4.889, 4.721], [-2.514, -1.724, 2.395], [5.765, 3.384, 0.814], [-0.772, 2.946, -0.646], [-5.234, -2.785, -2.515], [-4.636, 1.896, -0.516], [4.780, 4.200, -0.026], [5.939, -3.218, 0.117], [-3.410, -2.602, 3.026], [6.772, 3.442, 0.379], [-3.887, 1.825, 0.278], [-5.811, 1.259, -2.914], [-1.010, 3.990, -2.549], [5.829, 3.841, 1.804], [-4.502, -2.798, 0.179], [1.504, 5.039, -1.439], [-1.730, 2.444, -0.747], [-6.478, 0.351, 0.625], [-6.046, -1.217, -0.060], [-7.025, 1.151, -1.644], [-6.027, -2.385, -1.881], [-1.329, -1.331, -4.037], [-0.895, 5.074, -1.161], [-2.556, 2.094, -4.610], [-4.909, -0.362, 0.991], [-0.829, 4.316, 1.065], [-0.703, 0.129, -3.287], [6.206, -1.146, 2.922], [3.615, -1.320, -0.243], [6.330, -2.525, -0.631], [1.473, 4.460, 0.826], [-3.580, -4.336, 4.252], [4.333, 1.859, 1.280], [0.960, -5.656, 5.315], [7.371, -2.941, 1.698], [5.784, -3.435, 2.248], [5.724, 3.926, -1.965], [-2.177, 2.119, -2.889], [-3.818, -1.385, -4.810], [-6.471, -0.313, -2.463], [-5.320, -2.317, -3.496], [6.640, -0.672, 1.290], [-1.800, -3.181, -2.399], [4.076, 4.543, -2.047], [-3.864, 2.134, -3.427], [3.788, 4.093, 0.419], [1.323, 3.850, -2.738], [5.043, 5.257, 0.078], [6.339, -4.211, -0.094], [6.101, 1.629, -0.938], [4.271, -0.040, 2.230], [-4.217, 2.505, -1.318], [-3.586, 0.136, -5.665], [-4.065, -4.318, -0.608], [-4.873, -0.013, -4.465], [2.305, 2.444, -0.953], [-1.176, 0.147, -4.995], [-3.031, -4.385, -2.789], [-2.798, -3.196, -0.093], [5.954, 1.521, 1.870], [-2.837, -2.968, -3.818], [-2.858, -0.870, 1.822], [3.851, -1.703, 1.938], [-4.475, -2.443, 2.929], [-5.504, 2.434, -0.112], [4.360, 2.843, -1.702], [-5.432, -3.858, -2.642], [4.858, -3.271, -0.023], [0.058, 1.221, 6.027]],
  "e_homo_ev": -5.361,
  "charge": -1,
  "orbital_gap_ev": 7.2
}



{
  "formula": "C39H60N12S2Tl",
  "method": "ωB97M-V/def2-TZVPD",
  "symbols": ["Tl", "S", "S", "N", "N", "N", "N", "N", "N", "N", "N", "N", "N", "N", "N", "C", "C", "C", "C", "C", "C", "C", "C", "C", "C", "C", "C", "C", "C", "C", "C", "C", "C", "C", "C", "C", "C", "C", "C", "C", "C", "C", "C", "C", "C", "C", "C", "C", "C", "C", "C", "C", "C", "C", "H", "H", "H", "H", "H", "H", "H", "H", "H", "H", "H", "H", "H", "H", "H", "H", "H", "H", "H", "H", "H", "H", "H", "H", "H", "H", "H", "H", "H", "H", "H", "H", "H", "H", "H", "H", "H", "H", "H", "H", "H", "H", "H", "H", "H", "H", "H", "H", "H", "H", "H", "H", "H", "H", "H", "H", "H", "H", "H", "H"],
  "positions_angstrom": [[0.473, -0.130, -0.632], [3.899, -3.762, -0.105], [-0.770, -2.381, -1.517], [4.153, 1.511, 0.285], [2.525, -1.677, 0.565], [2.199, 1.933, -0.875], [4.315, 2.363, -1.857], [-5.608, 1.168, 0.667], [-0.631, 2.321, -0.546], [-0.577, -0.451, 3.768], [-1.057, -0.080, -2.785], [-0.948, -1.966, 2.055], [-0.261, 0.201, 1.522], [-4.869, -0.930, -0.214], [-3.370, 0.786, 0.052], [-5.447, 1.786, 1.967], [2.991, -2.317, -0.458], [3.477, -2.082, -4.159], [-0.551, -0.715, 2.426], [-1.874, 0.196, -5.017], [2.773, -1.761, 3.027], [2.589, -1.072, -4.486], [5.340, 0.685, 0.195], [-1.674, -1.993, -4.074], [5.559, 3.058, -1.593], [-0.622, -3.145, 2.836], [3.294, -2.438, 4.109], [-2.046, 2.667, -0.840], [0.286, 0.469, 4.483], [4.072, 2.065, -3.253], [1.484, 2.624, -1.924], [1.825, -0.465, -3.497], [-4.517, -1.357, -1.552], [-0.670, 1.566, 1.872], [-5.909, -1.695, 0.432], [-4.580, 0.366, 0.174], [3.996, -3.636, 3.933], [-6.980, 0.986, 0.244], [-2.180, -2.098, 1.286], [0.192, 3.230, -1.398], [-1.194, -1.412, -2.885], [3.493, 1.937, -0.842], [-1.545, -1.111, 4.632], [3.705, -3.441, 1.580], [4.214, -4.144, 2.668], [-2.019, -1.189, -5.131], [3.569, 1.612, 1.599], [1.922, -0.841, -2.163], [-1.383, 0.688, -3.831], [2.956, -2.271, 1.746], [-0.291, 2.615, 0.845], [3.592, -2.468, -2.837], [-3.155, 2.213, 0.092], [2.823, -1.861, -1.844], [-2.316, -1.593, 4.040], [-4.030, -2.334, -1.539], [-2.128, 0.864, -5.827], [-1.491, -3.517, 3.388], [-6.064, -1.341, 1.451], [4.172, 2.265, 2.240], [-2.351, -1.212, 0.679], [-2.266, 2.306, -1.844], [-1.226, 1.755, -3.708], [-5.591, -2.739, 0.489], [-0.294, -3.931, 2.153], [-5.965, 1.215, 2.747], [-1.759, -3.068, -4.134], [4.391, -4.158, 4.793], [3.877, 2.971, -3.835], [3.164, -2.041, 5.108], [2.481, -0.755, -5.515], [-4.053, 2.761, -0.230], [-1.743, 1.554, 2.073], [-2.131, -2.969, 0.641], [4.954, 1.574, -3.676], [-0.266, 1.341, 4.845], [-2.391, -1.627, -6.047], [-0.409, 3.554, -2.248], [6.431, 2.440, -1.827], [6.218, 1.174, 0.627], [-2.021, -0.358, 5.263], [-2.955, 2.571, 1.109], [1.107, 0.813, 3.863], [3.237, 1.380, -3.355], [5.607, 3.955, -2.215], [2.068, 3.429, -2.385], [0.185, -2.939, 3.531], [0.706, -0.049, 5.348], [-6.866, -1.677, -0.100], [-7.009, 0.540, -0.747], [-3.022, -2.230, 1.981], [-0.196, 1.931, 2.783], [-0.729, 3.577, 1.150], [4.073, -2.563, -4.922], [-1.073, -1.854, 5.280], [5.169, -0.250, 0.736], [-5.409, -1.418, -2.188], [0.419, 4.132, -0.818], [3.520, 0.628, 2.064], [-3.818, -0.645, -1.981], [-4.394, 1.838, 2.227], [1.130, 0.302, -3.803], [2.239, -0.835, 3.137], [2.564, 2.013, 1.527], [-7.568, 0.371, 0.932], [5.548, 0.440, -0.843], [4.781, -5.054, 2.527], [1.226, 1.920, -2.725], [5.610, 3.360, -0.551], [0.789, 2.737, 0.870], [-7.460, 1.966, 0.185], [4.296, -3.250, -2.579], [-5.850, 2.802, 1.968], [-2.107, 3.766, -0.861]],
  "e_homo_ev": -9.426,
  "charge": 1,
  "orbital_gap_ev": 7.5
}



{
  "formula": "C39H60N2O5SbSeTi",
  "method": "ωB97M-V/def2-TZVPD",
  "symbols": ["Sb", "Se", "Ti", "O", "O", "O", "O", "O", "N", "N", "C", "C", "C", "C", "C", "C", "C", "C", "C", "C", "C", "C", "C", "C", "C", "C", "C", "C", "C", "C", "C", "C", "C", "C", "C", "C", "C", "C", "C", "C", "C", "C", "C", "C", "C", "C", "C", "C", "C", "H", "H", "H", "H", "H", "H", "H", "H", "H", "H", "H", "H", "H", "H", "H", "H", "H", "H", "H", "H", "H", "H", "H", "H", "H", "H", "H", "H", "H", "H", "H", "H", "H", "H", "H", "H", "H", "H", "H", "H", "H", "H", "H", "H", "H", "H", "H", "H", "H", "H", "H", "H", "H", "H", "H", "H", "H", "H", "H", "H"],
  "positions_angstrom": [[0.828, -0.214, -3.947], [1.211, -0.054, 1.652], [1.278, 0.010, -1.108], [0.304, -1.445, -0.783], [3.433, -2.493, 0.377], [2.892, 1.229, -1.935], [0.301, 1.441, -0.684], [7.228, -0.275, -0.698], [5.331, -1.391, -0.217], [3.229, -0.698, -0.997], [-0.067, 1.368, 1.629], [1.856, 1.266, -5.054], [-1.959, 2.616, 5.218], [-2.001, 3.279, 1.443], [-1.313, -2.998, 0.117], [-0.397, 1.909, 0.393], [-2.849, 4.531, -0.989], [-2.425, 3.299, 3.933], [-1.056, -0.176, -4.910], [-3.803, -3.412, 3.642], [-0.358, -1.990, 0.284], [1.650, -2.005, -4.728], [3.960, -1.590, -0.218], [5.211, 0.767, -1.443], [-1.901, -3.469, 1.288], [-2.320, 2.338, -2.007], [-2.790, -4.594, -1.180], [-1.682, 2.775, 2.705], [-3.928, 3.037, 3.765], [-1.980, -5.124, 3.840], [-1.391, 2.880, 0.257], [-1.832, -2.980, 5.089], [-0.535, 4.100, -1.760], [3.755, 0.432, -1.470], [-2.264, -2.353, -2.092], [5.707, 0.937, -2.895], [5.513, -0.303, -3.753], [-1.705, -3.518, -1.263], [-2.289, -3.622, 3.780], [-0.693, 1.803, 2.787], [-2.178, 4.807, 4.066], [5.403, 2.082, -0.651], [-1.583, -3.013, 2.568], [-0.029, -1.505, 1.543], [4.876, 2.015, 0.774], [-0.489, -4.141, -1.964], [-1.768, 3.456, -1.107], [-0.626, -2.016, 2.685], [6.027, -0.328, -0.764], [-1.690, -0.975, -4.538], [-4.471, 3.395, 4.642], [-2.585, 2.751, -2.983], [-0.344, -1.628, 3.653], [-2.326, -5.643, 2.946], [-3.082, 4.910, -1.984], [-2.774, 4.031, 1.386], [-2.517, 3.017, 6.064], [4.457, -0.581, -3.835], [5.181, 1.793, -3.322], [-2.518, 5.377, -0.385], [-3.154, -1.935, -1.620], [-2.644, -4.247, 1.204], [-0.788, -4.518, -2.944], [-3.030, -4.933, -2.188], [-2.706, 5.198, 4.938], [-3.773, 4.138, -0.562], [-0.907, -5.297, 3.936], [-0.885, -0.308, -5.977], [-2.459, -5.464, -0.611], [4.904, 2.876, -1.209], [-2.134, 1.538, 5.192], [-0.139, 4.899, -1.132], [1.747, 1.062, -6.118], [-4.202, -3.900, 2.753], [1.766, -1.911, -5.806], [-1.534, -1.549, -2.205], [-2.478, -5.575, 4.699], [-1.543, 0.780, -4.736], [-3.220, 1.899, -1.573], [5.876, -2.074, 0.293], [0.977, -2.832, -4.506], [0.320, -3.426, -2.098], [-4.335, 3.550, 2.893], [0.262, 3.378, -1.934], [-3.710, -4.215, -0.734], [2.909, 1.260, -4.781], [-1.592, 1.541, -2.158], [5.882, -0.135, -4.763], [-4.127, 1.970, 3.653], [-0.411, 1.374, 3.738], [-4.044, -2.350, 3.583], [3.796, 1.839, 0.798], [6.473, 2.292, -0.658], [-0.817, 4.539, -2.719], [-0.764, -3.125, 5.265], [-4.318, -3.831, 4.508], [6.764, 1.197, -2.833], [-0.900, 2.791, 5.413], [2.618, -2.210, -4.275], [5.056, 2.955, 1.294], [-2.532, 5.354, 3.192], [-1.115, 5.020, 4.189], [-2.046, -1.910, 5.114], [-0.100, -4.982, -1.388], [-2.365, -3.440, 5.922], [5.363, 1.227, 1.352], [1.442, 2.247, -4.826], [-2.548, -2.709, -3.086], [6.053, -1.161, -3.348]],
  "e_homo_ev": -11.032,
  "charge": 1,
  "orbital_gap_ev": 7.4
}



ΔE to the lowest compared entry with this formula, charge and spin readings, ordered: 23.4 0.0 15.6 0.0 kcal per mole
F_max readings, ordered: 1.41 0.42 0.57 0.37 eV/Å